This record from the Open Molecules 2025 dataset describes C49H50FeN11O2PSe as an isolated structure at a distorted geometry. The level of theory is wB97M-V/def2-TZVPD.

Computed properties:
expectation value of S²	6.358
HOMO level (spin up / spin down)	-6.365 / -6.334	eV
E_tot	-181125.1906	eV
charge	0
2S+1	5
HOMO-LUMO gap (spin up / spin down)	5.074 / 5.039	eV

Cartesian coordinates (Å):
N: -22.88768 -5.97527 -10.11036
C: -21.81810 5.38042 -6.58509
C: -18.52798 -7.38157 -10.28569
H: -25.92404 -7.99949 -8.58155
N: -23.55090 -3.47672 -8.26670
C: -20.90339 5.10833 -5.58358
C: -16.09128 -7.71182 -9.45591
H: -20.85721 -4.50137 -4.13234
H: -19.03413 1.80812 -5.59218
C: -19.55991 1.36938 -9.96881
N: -20.32481 -7.69195 -5.18207
H: -24.54049 -8.25122 -11.89159
C: -20.16844 -4.72987 -14.05592
H: -19.84693 -8.31415 -7.04891
H: -19.60506 0.17976 -5.30039
H: -15.36574 -8.50972 -9.43248
H: -27.02361 -4.74002 -6.39761
H: -20.91326 -5.58963 -14.13362
N: -19.84958 -4.53714 -8.67843
C: -21.22381 -8.79996 -5.06758
N: -16.39177 -4.38216 -8.74573
H: -27.62703 -4.22480 -7.91934
C: -19.78654 -4.59881 -6.05965
C: -22.21716 3.03758 -6.69347
H: -20.58981 -7.49926 -10.77822
C: -20.71896 1.61274 -9.34533
C: -21.18559 -3.06745 -10.62060
Se: -16.31070 -4.70004 -11.71002
H: -23.82275 1.81615 -6.69127
N: -25.62603 -4.00298 -7.73674
Fe: -21.38278 -3.43368 -8.63804
H: -16.41494 -7.50074 -8.38415
H: -17.66414 -7.27100 -6.62243
H: -17.52438 -4.98528 -5.99287
H: -19.15694 -5.41243 -11.63814
C: -23.15748 -6.54839 -11.32181
H: -15.62481 -6.79926 -9.84083
C: -20.67525 -0.74247 -8.46250
H: -26.66984 -2.42790 -8.45107
C: -20.81666 -5.28205 -4.96932
H: -22.62964 -6.21230 -12.18339
O: -21.02029 1.52837 -5.34446
C: -21.96173 -2.05561 -11.25923
C: -19.33062 -0.83717 -8.92423
H: -22.41443 -1.29598 -10.59636
C: -18.55409 -6.65321 -6.48017
H: -21.15377 -9.15668 -4.02760
C: -18.89531 0.16580 -9.80272
H: -16.17408 -9.38060 -11.45972
H: -21.97552 6.41075 -6.91820
H: -19.13184 -2.59146 -6.34852
C: -17.28965 -8.04720 -10.34328
H: -22.75531 -0.15786 -7.14080
H: -20.09628 -4.24735 -15.05214
H: -23.97068 -1.46777 -9.01640
C: -20.39233 -6.57740 -4.36745
C: -25.67728 -2.79580 -8.30289
P: -23.89846 -6.22217 -7.48206
C: -19.44402 -5.21280 -9.74121
N: -22.98923 1.91765 -7.26187
H: -18.86744 -1.80824 -8.89132
H: -19.12420 -5.21582 -13.89956
H: -20.48808 -2.73941 -5.22625
C: -18.51145 -5.34175 -6.18957
H: -22.31880 -8.39528 -5.23333
C: -20.30583 -4.99249 -7.45825
H: -24.99278 -9.47546 -8.97289
C: -19.63850 -7.89192 -10.97668
H: -23.19140 4.59067 -7.98054
C: -19.73351 1.19735 -4.91957
C: -26.80895 -4.70056 -7.49525
H: -17.90547 -6.04789 -8.78098
N: -19.71833 -4.91393 -10.99314
C: -23.70803 -6.56887 -9.26002
N: -22.23507 -5.32149 -5.62709
C: -20.62543 -3.80465 -12.93076
H: -18.91066 -3.28674 -4.76344
C: -19.56030 -3.18942 -5.62881
C: -25.42288 -8.46903 -9.38011
O: -21.29261 -1.63331 -7.78746
H: -21.43104 -2.55835 -14.50650
C: -20.90173 -6.39667 -7.33904
C: -20.58414 -3.93500 -11.55316
C: -22.04521 -1.83848 -12.58593
C: -19.91700 -7.35449 -6.51655
N: -24.42347 -7.62427 -9.87680
C: -24.32152 -4.43054 -7.73984
H: -20.35091 5.89241 -5.05243
C: -18.21197 -9.48616 -12.11662
C: -22.19823 -5.94193 -6.73145
C: -24.34939 -2.38686 -8.52703
C: -20.58808 3.83745 -5.11844
C: -21.23265 2.76350 -5.67189
C: -24.01257 -7.62465 -11.17349
H: -21.16981 2.62581 -9.26196
C: -16.34863 -4.43543 -9.91321
H: -19.14035 2.08826 -10.69844
H: -20.90898 -9.56715 -5.79894
N: -18.65041 -6.25999 -9.46084
H: -17.92328 0.09946 -10.32702
H: -18.10418 -10.28434 -12.82500
H: -26.83996 -5.70872 -7.86574
H: -20.35344 -9.28506 -12.42198
C: -22.42922 0.70887 -7.71051
H: -21.09526 -6.78045 -8.31326
C: -19.47490 -8.94289 -11.87053
H: -19.93259 3.67774 -4.25910
C: -21.31799 0.59391 -8.55520
H: -22.65339 -1.06814 -12.95900
H: -26.10674 -8.66609 -10.24481
H: -19.60160 1.31681 -3.85310
H: -20.53538 -6.64942 -3.33337
C: -22.48194 4.33315 -7.14579
C: -21.37873 -2.72103 -13.42461
C: -17.16717 -9.08250 -11.32684